Record 1
DFT (ωB97M-V/def2-TZVPD) results for a 2-piece molecular cluster, C4H10N3O overall.

Each line ends with the Löwdin spin population.
Atoms and positions in Å:
1 O -1.301 -0.690 1.381  0.01
2 N -0.307 1.520 -1.375  0.18
3 N -0.969 -2.812 0.634  0.00
4 N 0.777 -1.593 1.550  0.00
5 C -0.553 -1.628 1.203  0.00
6 C 1.961 2.171 -1.013  0.12
7 C 0.733 1.898 -0.556  0.00
8 C -1.574 1.190 -0.964  0.59
9 H 1.071 -0.890 2.202  0.00
10 H -1.805 1.197 0.082  0.04
11 H -0.042 1.259 -2.311  0.00
12 H -1.969 -2.938 0.615  0.00
13 H 2.154 2.023 -2.069  0.01
14 H 1.342 -2.421 1.468  0.00
15 H 2.772 2.473 -0.371  0.01
16 H -0.439 -3.654 0.770  0.00
17 H -2.280 0.918 -1.728  0.05
18 H 0.430 1.977 0.481  0.00

Results
E_HOMO (spin up / spin down) = -5.68 / -8.44 eV
spin multiplicity = 2
charge = 0
LUMO level (spin up / spin down) = 0.72 / 0.71 eV
Kohn-Sham gap (spin up / spin down) = 6.400 / 9.147 eV
E = -397.86927 hartree
energy relative to the best compared isomer or geometry (same formula, charge and spin) = 7.70 kJ/mol

=====

Record 2
DFT (ωB97M-V/def2-TZVPD) results for one molecule with the formula C2H4N2.

Each line ends with the Löwdin charge.
Atoms and positions in Å:
1 N -0.426 -0.937 1.526  0.08
2 N 1.093 0.903 -1.175  0.08
3 C -0.279 -0.036 0.683  -0.31
4 C 0.409 0.028 -0.617  -0.31
5 H -1.293 0.561 0.226  0.17
6 H -0.076 -1.863 1.280  0.07
7 H 1.162 1.805 -0.705  0.07
8 H -0.589 -0.462 -1.219  0.17

Results
E_HOMO = -9.01 eV
charge = 0
LUMO level = 0.06 eV
Kohn-Sham gap = 9.068 eV
E = -187.95835 hartree
SMILES = [H]/N=C\C=N/[H]
energy relative to the best compared isomer or geometry (same formula, charge and spin) = 420.00 kJ/mol

=====

Record 3
DFT (ωB97M-V/def2-TZVPD) results for C3H4O3V as an isolated structure.

Each line ends with the Löwdin spin population.
Atoms and positions in Å:
1 V 1.700 1.420 0.277  3.10
2 O -0.794 -0.667 -0.909  0.02
3 O -2.708 0.308 -1.376  0.00
4 O -1.104 1.500 -0.356  0.02
5 C -1.580 0.467 -0.867  0.00
6 C 1.228 -0.506 0.510  0.64
7 C -0.123 -1.101 0.280  0.11
8 H -0.034 -2.197 0.147  0.01
9 H 2.307 2.972 0.181  0.01
10 H -0.794 -0.946 1.141  0.03
11 H 1.902 -1.249 0.971  0.05

Results
E_HOMO (spin up / spin down) = -4.49 / -4.59 eV
spin multiplicity = 5
charge = -1
LUMO level (spin up / spin down) = 3.03 / 2.68 eV
Kohn-Sham gap (spin up / spin down) = 7.514 / 7.261 eV
E = -1286.30910 hartree

=====

Record 4
DFT (ωB97M-V/def2-TZVPD) results for C10H29N5O10PZn as an isolated structure.

Each line ends with the Löwdin charge.
Atoms and positions in Å:
1 Zn -0.099 -0.128 1.030  0.55
2 P -0.772 0.950 3.242  -0.03
3 O -1.004 -2.098 1.105  -0.21
4 O -1.011 -0.140 -0.796  0.02
5 O 3.276 -0.616 -1.648  -0.21
6 O -0.307 2.298 3.785  -0.46
7 O -2.955 2.429 0.103  -0.11
8 O 0.422 -0.033 2.913  -0.43
9 O 1.049 1.500 0.238  0.03
10 O -1.443 0.975 1.799  -0.45
11 O -1.843 0.456 4.216  -0.44
12 O -3.772 -0.097 1.412  -0.09
13 N -1.563 1.586 -2.168  0.17
14 N 2.739 2.958 0.641  0.17
15 N -0.749 -0.359 -3.044  0.17
16 N 1.399 -1.291 0.212  -0.05
17 N 1.312 3.353 -1.065  0.17
18 C -0.272 -3.039 0.314  -0.20
19 C -1.100 0.313 -1.934  -0.62
20 C -2.064 -2.723 1.763  -0.09
21 C 2.778 -0.990 0.736  -0.14
22 C 1.216 -2.744 0.532  -0.15
23 C 3.797 -1.112 -0.423  -0.21
24 C 4.273 -0.487 -2.643  -0.11
25 C -4.250 0.405 0.193  -0.28
26 C 1.610 2.549 -0.026  -0.61
27 C -4.268 1.938 0.210  -0.24
28 H -0.659 0.212 -3.863  0.10
29 H -2.543 -1.961 2.381  0.09
30 H 0.421 3.318 -1.529  0.09
31 H 3.015 -1.476 1.673  0.13
32 H -2.067 1.743 -3.022  0.10
33 H -2.494 2.135 0.927  0.07
34 H 2.893 2.452 1.500  0.12
35 H 3.140 3.852 0.444  0.09
36 H 1.511 -1.155 -0.789  0.10
37 H -2.926 -3.040 1.159  0.09
38 H 2.057 3.941 -1.383  0.09
39 H -2.892 0.322 1.638  0.02
40 H 1.627 -3.455 -0.199  0.12
41 H -3.698 -0.039 -0.647  0.10
42 H -4.822 2.291 1.085  0.12
43 H -0.614 -1.350 -2.950  0.11
44 H 2.825 0.100 0.791  0.09
45 H -4.886 2.247 -0.644  0.10
46 H -1.964 1.879 -1.267  0.07
47 H -1.796 -3.617 2.335  0.09
48 H -0.548 -3.085 -0.745  0.11
49 H 4.746 -1.427 -2.944  0.09
50 H -5.276 0.057 0.015  0.10
51 H 3.771 -0.216 -3.575  0.08
52 H 4.994 0.301 -2.427  0.09
53 H 1.576 -3.028 1.515  0.13
54 H 4.705 -0.586 -0.120  0.13
55 H 3.913 -2.179 -0.658  0.12
56 H -0.406 -4.088 0.600  0.12

Results
E_HOMO = -1.87 eV
charge = -1
LUMO level = 1.83 eV
Kohn-Sham gap = 3.700 eV
E = -3545.45982 hartree
energy relative to the best compared isomer or geometry (same formula, charge and spin) = 0.00 kJ/mol

=====

Record 5
DFT (ωB97M-V/def2-TZVPD) results for C37H19MnN10O4 as an isolated structure.

Each line ends with the Löwdin spin population.
Atoms and positions in Å:
1 Mn -0.145 0.108 -0.314  1.95
2 O -1.996 0.631 -0.341  0.02
3 O -3.792 1.301 0.801  0.01
4 O -2.809 3.555 4.597  0.00
5 O -4.131 2.563 3.115  0.00
6 N -0.118 -1.070 1.380  -0.01
7 N -1.111 -1.488 -1.177  -0.03
8 N 1.794 0.492 0.157  -0.02
9 N 0.257 2.868 1.874  0.00
10 N -1.894 -2.549 0.824  0.01
11 N 0.514 0.480 -2.255  -0.01
12 N 2.569 1.607 -1.824  0.00
13 N -1.141 -0.748 -3.445  0.01
14 N -0.396 2.079 1.012  0.01
15 N 1.852 -0.253 2.449  -0.01
16 C 2.541 1.426 -0.526  0.12
17 C 1.932 0.876 -4.053  0.01
18 C 3.917 1.999 2.759  0.02
19 C -3.276 -2.348 -1.147  0.00
20 C -3.062 -1.812 -2.414  0.00
21 C 3.431 2.130 0.381  0.02
22 C -5.496 -2.892 -1.747  0.01
23 C 1.773 0.183 -6.703  0.02
24 C 2.216 0.534 1.466  0.13
25 C -0.456 -2.906 2.759  0.01
26 C 3.240 1.549 1.636  0.02
27 C -1.642 2.031 1.467  0.00
28 C -0.019 -0.083 -3.380  0.07
29 C -0.892 -2.178 1.578  0.07
30 C -2.050 -2.125 -0.400  0.06
31 C -2.591 1.267 0.615  0.00
32 C -0.892 -4.076 3.354  0.02
33 C -0.536 3.313 2.859  0.00
34 C 1.713 1.027 -2.623  0.11
35 C 0.859 -1.097 2.338  0.11
36 C 4.797 3.057 2.582  0.02
37 C 4.996 3.635 1.325  0.02
38 C 0.957 -3.865 4.914  0.01
39 C 0.829 0.171 -4.534  0.01
40 C 2.980 1.233 -4.880  0.02
41 C 2.880 0.879 -6.221  0.01
42 C 0.661 -2.221 3.239  0.01
43 C 0.730 -0.190 -5.865  0.01
44 C -5.282 -2.359 -3.015  0.01
45 C -4.055 -1.811 -3.373  0.01
46 C -0.166 -4.543 4.443  0.02
47 C -1.707 -1.280 -2.399  0.06
48 C -4.490 -2.899 -0.787  0.01
49 C -2.963 3.002 3.540  0.00
50 C 1.391 -2.687 4.316  0.02
51 C 4.322 3.178 0.202  0.02
52 C -1.794 2.798 2.633  0.00
53 H 3.677 1.147 -6.901  0.00
54 H -4.097 2.141 2.225  0.00
55 H -4.652 -3.307 0.201  0.00
56 H 1.232 3.080 1.741  0.00
57 H -0.199 3.971 3.643  0.00
58 H -0.472 -5.459 4.931  0.00
59 H -0.125 -0.741 -6.232  0.00
60 H -3.888 -1.394 -4.357  0.00
61 H 5.693 4.457 1.232  0.00
62 H 5.336 3.447 3.436  0.00
63 H 2.260 -2.151 4.672  0.00
64 H -6.466 -3.304 -1.502  0.00
65 H 1.506 -4.267 5.754  0.00
66 H 1.728 -0.074 -7.753  0.00
67 H -1.765 -4.599 2.988  0.00
68 H 4.475 3.620 -0.773  0.00
69 H 3.841 1.761 -4.493  0.00
70 H -6.092 -2.365 -3.733  0.00
71 H 3.756 1.542 3.727  0.00

Results
E_HOMO (spin up / spin down) = -9.71 / -12.28 eV
spin multiplicity = 4
charge = +1
LUMO level (spin up / spin down) = -4.86 / -5.49 eV
Kohn-Sham gap (spin up / spin down) = 4.846 / 6.786 eV
E = -3420.86655 hartree
energy relative to the best compared isomer or geometry (same formula, charge and spin) = 54.36 kJ/mol

=====

Record 6
DFT (ωB97M-V/def2-TZVPD) results for one molecule with the formula C7H12.

Each line ends with the Löwdin charge.
Atoms and positions in Å:
1 C -0.207 0.783 1.319  -0.11
2 C 1.305 -0.710 -0.187  -0.16
3 C 1.411 0.426 -1.349  -0.10
4 C 0.203 -0.652 0.894  -0.28
5 C -1.238 -0.910 0.414  -0.19
6 C -1.478 0.022 -0.719  -0.09
7 C -1.579 0.542 0.692  -0.20
8 H 1.354 -1.758 -0.532  0.11
9 H 0.414 1.585 0.906  0.09
10 H 0.418 -1.292 1.764  0.14
11 H -2.390 -0.075 -1.295  0.11
12 H 1.579 1.391 -0.856  0.06
13 H -0.258 0.914 2.404  0.11
14 H 2.301 0.172 -1.920  0.06
15 H 2.268 -0.527 0.293  0.10
16 H -1.824 -1.805 0.605  0.13
17 H 0.691 0.696 -2.148  0.06
18 H -0.602 0.250 -1.302  0.04
19 H -2.507 0.950 1.075  0.12

Results
E_HOMO = -9.29 eV
charge = 0
LUMO level = 1.18 eV
Kohn-Sham gap = 10.473 eV
E = -273.82360 hartree
SMILES = CC[C@H]1C[C@H]2C[C@@H]12
energy relative to the best compared isomer or geometry (same formula, charge and spin) = 223.06 kJ/mol